102
Properties=species:S:1:pos:R:3:forces:R:3 method="wB97M-V/def2-TZVPD" relative_energy_ev=0.000 charge=-1 gap_ev="6.109 / 6.102" energy_ev=-117383.1331 lumo_ha="0.0668 / 0.0668"
Mo 0.397 0.100 -0.770 -1.0 0.0 1.5
N 0.714 -1.272 1.336 -0.1 0.0 -0.1
C -0.251 -2.176 1.959 0.0 0.0 0.1
C -0.655 -3.259 0.965 0.0 0.2 0.1
N -1.115 -2.613 -0.230 0.0 -0.3 -0.2
C -2.505 -2.248 -0.309 0.1 0.1 0.0
C -2.663 -1.313 -1.490 0.0 0.0 0.2
N -1.862 -0.087 -1.308 0.3 0.3 -0.5
H 0.830 -0.432 1.893 0.2 0.0 0.0
H 1.620 -1.720 1.240 0.0 0.1 0.0
H 0.132 -2.634 2.881 0.0 0.0 0.0
H -1.128 -1.576 2.218 0.0 0.0 0.0
H 0.216 -3.873 0.718 0.0 0.0 0.0
H -1.402 -3.920 1.432 0.0 0.0 0.0
H -0.783 -3.024 -1.092 0.0 0.0 0.0
H -3.176 -3.115 -0.417 -0.1 0.0 0.0
H -2.792 -1.719 0.607 0.0 0.0 0.0
H -2.317 -1.819 -2.392 0.0 0.0 0.0
H -3.715 -1.052 -1.631 0.0 0.0 0.0
H -1.697 0.317 -2.236 -0.1 0.2 0.1
H -2.392 0.598 -0.780 0.0 0.0 0.0
C 0.753 0.733 9.131 0.0 0.0 0.0
C 0.673 0.997 7.653 0.0 0.0 0.0
C 0.243 2.230 7.168 -0.1 0.0 0.0
C 0.183 2.483 5.808 -0.1 0.0 0.0
C 0.542 1.487 4.915 0.5 0.2 0.2
C 0.982 0.256 5.375 -0.1 -0.1 0.0
C 1.035 0.011 6.739 0.0 0.0 0.0
S 0.697 1.862 3.165 -0.5 -0.4 0.2
O 0.830 3.310 3.120 0.2 0.2 0.0
O -0.849 1.473 2.791 0.0 0.2 -0.2
N 1.088 1.356 0.322 0.1 -0.6 -0.7
C 2.436 1.635 0.390 0.2 0.2 0.2
C 3.076 2.738 0.907 -0.2 0.0 -0.1
C 4.487 2.789 0.930 0.1 0.0 0.0
C 5.273 1.766 0.469 -0.1 0.1 0.0
C 4.652 0.618 -0.083 0.0 0.0 0.0
C 5.318 -0.510 -0.606 0.0 -0.1 -0.1
C 4.588 -1.555 -1.110 0.1 0.1 0.1
C 3.184 -1.481 -1.122 0.0 0.1 -0.1
N 2.543 -0.436 -0.651 0.0 0.3 -0.7
C 3.255 0.592 -0.125 0.0 -0.1 0.1
H 0.641 1.654 9.702 0.0 0.0 0.0
H 1.709 0.279 9.398 0.0 0.0 0.0
H -0.035 0.047 9.448 0.0 0.0 0.0
H -0.032 3.010 7.869 0.0 0.0 0.0
H -0.128 3.450 5.429 0.1 0.0 0.0
H 1.281 -0.513 4.669 0.1 0.0 0.0
H 1.382 -0.951 7.099 0.0 0.0 0.0
H 2.499 3.581 1.262 0.0 0.0 0.1
H 4.957 3.683 1.322 0.0 0.0 0.0
H 6.353 1.832 0.493 0.0 0.0 0.0
H 6.402 -0.537 -0.612 0.0 0.0 0.0
H 5.068 -2.432 -1.522 0.0 0.0 0.0
H 2.581 -2.272 -1.546 0.0 0.0 -0.1
C -1.430 6.973 1.795 0.0 0.0 0.0
C -2.255 6.597 2.842 0.0 0.0 0.0
C -2.453 5.249 3.118 0.0 0.0 0.0
C -1.835 4.264 2.351 0.1 0.0 0.0
C -0.997 4.662 1.302 0.0 0.0 0.0
C -0.795 6.003 1.028 0.0 0.0 0.0
Si -2.203 2.458 2.622 -0.1 0.1 0.1
C -3.260 2.118 4.135 0.0 -0.1 -0.1
C -4.538 2.679 4.232 0.0 0.0 0.0
C -5.434 2.271 5.208 0.0 0.0 0.0
C -5.075 1.271 6.103 0.0 0.0 0.0
C -3.811 0.707 6.032 0.0 0.0 0.0
C -2.913 1.131 5.060 0.0 0.0 0.0
C -3.257 1.898 1.178 0.0 0.0 0.0
C -3.281 2.606 -0.027 0.0 0.1 0.0
C -4.197 2.297 -1.026 0.0 0.0 0.0
C -5.110 1.271 -0.836 0.0 0.0 0.0
C -5.096 0.545 0.349 0.0 0.0 0.0
C -4.183 0.862 1.344 0.1 -0.1 0.0
H -1.276 8.022 1.575 0.0 0.0 0.0
H -2.748 7.350 3.445 0.0 0.0 0.0
H -3.087 4.970 3.952 0.0 0.0 0.0
H -0.478 3.919 0.704 0.0 0.0 0.0
H -0.140 6.290 0.215 0.0 0.0 0.0
H -4.850 3.433 3.518 0.0 0.0 0.0
H -6.418 2.720 5.261 0.0 0.0 0.0
H -5.784 0.928 6.847 0.0 0.0 0.0
H -3.524 -0.073 6.726 0.0 0.0 0.0
H -1.930 0.679 5.017 -0.1 0.0 0.0
H -2.580 3.411 -0.202 0.0 0.0 0.0
H -4.192 2.861 -1.949 0.0 0.0 0.0
H -5.831 1.036 -1.609 0.0 0.0 0.0
H -5.802 -0.262 0.501 0.0 0.0 0.0
H -4.203 0.300 2.272 0.0 0.0 0.0
F 2.198 -1.030 -5.397 -0.1 -0.1 -0.1
C 1.561 -1.982 -4.758 0.1 0.3 0.2
F 2.436 -2.654 -3.985 0.1 0.0 0.0
F 1.112 -2.831 -5.693 0.0 0.0 0.0
S 0.069 -1.568 -3.660 -1.5 -1.7 0.0
O -0.568 -2.873 -3.810 0.1 -0.1 0.2
O -0.754 -0.505 -4.153 0.4 0.4 -0.1
O 0.425 -1.511 -2.192 0.8 0.7 -0.5
O 0.796 2.429 -4.335 -0.1 0.0 0.0
S 1.317 1.718 -3.191 0.2 0.0 0.3
O 2.323 2.439 -2.420 -0.1 0.3 0.1
O 0.089 1.482 -2.208 0.3 -0.5 -0.1
O 1.780 0.353 -3.466 0.4 0.1 -0.2